ORCA calculation (ωB97M-V/def2-TZVPD) on a molecular structure, C4H7NO2.

The geometry in ORCA input format:
```
! wB97M-V def2-TZVPD RIJCOSX def2/J DEFGRID3
* xyz 0 1
C -1.2314 -0.9955 1.2081
C -0.3785 -0.0985 0.3524
C -1.0136 1.0245 -0.2963
O -2.2121 1.2508 -0.2400
C 0.9702 -0.2547 0.4610
O 1.8874 -0.7300 1.0340
N 1.6138 0.4108 -1.2452
H -1.5138 -0.5049 2.1438
H -2.1483 -1.2308 0.6595
H -0.7095 -1.9295 1.4362
H 0.8240 0.1091 -1.8122
H -0.3547 1.7407 -0.8413
H 2.4219 -0.1757 -1.4372
H 1.8447 1.3838 -1.4228
*
```

Properties
LUMO energy ... 0.3 eV
Energy relative to the best compared isomer or geometry (same formula, charge and spin) ... 47.4 kcal/mol
E ... -361.80534 hartree
Kohn-Sham gap ... 8.76 eV

---

ORCA calculation (ωB97M-V/def2-TZVPD) on C4H7NO2 in the gas phase at a distorted geometry.

The geometry in ORCA input format:
```
! wB97M-V def2-TZVPD RIJCOSX def2/J DEFGRID3
* xyz 0 1
C 1.7108 -0.0057 -0.3229
C 0.2296 -0.0100 -0.5882
C -0.4821 1.3542 -0.1749
O -0.2783 2.4722 -0.5357
N -1.1960 0.7382 0.7354
C -0.5799 -0.6377 0.5794
O -1.4623 -1.6431 0.3535
H 1.8908 -0.2112 0.6910
H 2.0246 0.9056 -0.7154
H 2.0812 -0.8271 -0.9257
H -0.0035 -0.5187 -1.5288
H -1.8734 0.9002 1.4261
H -0.2815 -0.9318 1.5226
H -1.7799 -1.5850 -0.5164
*
```

Properties
LUMO energy ... 0.8 eV
Energy relative to the best compared isomer or geometry (same formula, charge and spin) ... 43.8 kcal/mol
E ... -361.81103 hartree
SMILES ... C[C@@H]1C(=O)N[C@H]1O
Kohn-Sham gap ... 10.45 eV

---

> Which value of energy relative to the best compared isomer or geometry (same formula, charge and spin) does entry 1 give?

47.4 kcal/mol

---

Copy entry 2 word for word.
ORCA calculation (ωB97M-V/def2-TZVPD) on C4H7NO2 in the gas phase at a distorted geometry.

The geometry in ORCA input format:
```
! wB97M-V def2-TZVPD RIJCOSX def2/J DEFGRID3
* xyz 0 1
C 1.7108 -0.0057 -0.3229
C 0.2296 -0.0100 -0.5882
C -0.4821 1.3542 -0.1749
O -0.2783 2.4722 -0.5357
N -1.1960 0.7382 0.7354
C -0.5799 -0.6377 0.5794
O -1.4623 -1.6431 0.3535
H 1.8908 -0.2112 0.6910
H 2.0246 0.9056 -0.7154
H 2.0812 -0.8271 -0.9257
H -0.0035 -0.5187 -1.5288
H -1.8734 0.9002 1.4261
H -0.2815 -0.9318 1.5226
H -1.7799 -1.5850 -0.5164
*
```

Properties
LUMO energy ... 0.8 eV
Energy relative to the best compared isomer or geometry (same formula, charge and spin) ... 43.8 kcal/mol
E ... -361.81103 hartree
SMILES ... C[C@@H]1C(=O)N[C@H]1O
Kohn-Sham gap ... 10.45 eV

---

Please write out number 1 again, unchanged.
ORCA calculation (ωB97M-V/def2-TZVPD) on a molecular structure, C4H7NO2.

The geometry in ORCA input format:
```
! wB97M-V def2-TZVPD RIJCOSX def2/J DEFGRID3
* xyz 0 1
C -1.2314 -0.9955 1.2081
C -0.3785 -0.0985 0.3524
C -1.0136 1.0245 -0.2963
O -2.2121 1.2508 -0.2400
C 0.9702 -0.2547 0.4610
O 1.8874 -0.7300 1.0340
N 1.6138 0.4108 -1.2452
H -1.5138 -0.5049 2.1438
H -2.1483 -1.2308 0.6595
H -0.7095 -1.9295 1.4362
H 0.8240 0.1091 -1.8122
H -0.3547 1.7407 -0.8413
H 2.4219 -0.1757 -1.4372
H 1.8447 1.3838 -1.4228
*
```

Properties
LUMO energy ... 0.3 eV
Energy relative to the best compared isomer or geometry (same formula, charge and spin) ... 47.4 kcal/mol
E ... -361.80534 hartree
Kohn-Sham gap ... 8.76 eV